Entry 1:
# C4H20O9

A 7-piece molecular cluster, C4H20O9 overall in a non-equilibrium geometry (wB97M-V/def2-TZVPD, OMol25).

```
33
Properties=species:S:1:pos:R:3:forces:R:3
O -1.563224 0.985953 2.253106 -0.8 0.7 -0.6
C -1.091544 -0.106231 2.164480 0.6 -0.6 2.0
O -0.237138 -0.529305 3.140285 0.6 0.6 2.2
C -1.290343 -1.182552 1.161375 0.9 -1.0 -0.6
C -0.697866 -0.724177 -0.188299 1.1 1.2 0.3
C -0.804299 -1.801862 -1.236461 1.6 -1.6 0.1
O 0.287102 -1.713433 -2.154951 -0.2 -0.9 0.0
H -0.085803 0.111765 3.942798 -0.9 -1.2 -2.5
H -0.793994 -2.149712 1.476358 -0.4 1.3 -0.2
H -2.351350 -1.399320 1.046936 -0.1 0.2 0.0
H 0.435142 -0.434901 -0.100751 -2.3 -0.8 0.1
H -1.231906 0.208382 -0.503462 0.5 -0.7 0.2
H -1.732320 -1.766036 -1.774300 -0.7 0.0 -0.2
H -0.671002 -2.854606 -0.797981 -0.5 1.5 -0.3
H 0.503491 -0.796729 -2.338232 -0.1 0.4 -0.1
O 1.478853 1.611254 0.143500 0.2 -0.7 -0.4
H 2.146820 2.258852 0.314744 0.7 0.6 0.1
H 0.616994 2.053794 0.315856 -0.8 0.5 0.2
O -1.440933 2.125531 -2.115421 -0.7 0.1 -0.3
H -0.604833 1.693873 -2.360578 0.1 -0.1 -0.2
H -2.153117 1.592591 -2.494682 0.2 0.2 0.1
O 0.925557 0.900302 -2.362814 -0.3 -0.1 -0.5
H 1.617361 1.147146 -2.977312 0.2 0.1 0.0
H 1.213604 1.104887 -1.452366 0.4 0.3 0.2
O 1.878772 -2.781606 0.354810 -0.3 -4.0 -0.4
H 1.623006 -2.467958 -0.480628 -0.5 0.6 -2.0
H 2.061940 -2.043212 0.849722 0.8 3.0 2.1
O 2.085043 -0.481084 1.724809 1.7 -0.8 0.1
H 1.872786 0.249685 1.153701 -0.3 0.8 -0.3
H 1.399480 -0.601661 2.362640 -0.7 0.0 0.5
O -0.802658 2.806259 0.395973 -1.0 -0.5 0.2
H -1.394291 2.326927 1.040194 0.8 0.6 -0.8
H -1.199331 2.657184 -0.503050 0.2 0.1 0.6
```
Positions in Å, forces in eV/Å.

- LUMO: 0.23 eV
- Total charge: 0
- SMILES: O=C(O)CCCO.O.O.O.O.O.O
- 2S+1: 1
- Energy: -841.594647 a.u.

=====

Entry 2:
# C5H10O

A 2-piece molecular cluster, C5H10O overall (wB97M-V/def2-TZVPD, OMol25).

```
16
Properties=species:S:1:pos:R:3:forces:R:3
C -1.326374 -0.978824 2.131851 -0.1 0.1 0.4
O -1.164756 -0.564149 0.892363 -0.3 -0.1 -0.2
C -0.085054 -0.087831 0.365773 0.4 0.3 -0.1
C -0.117315 0.270741 -1.060731 -0.1 -0.2 0.1
C 1.168802 0.634923 -1.750738 0.2 -0.1 -0.1
C 0.142003 1.697546 -1.505276 -0.1 0.2 0.0
H 0.268622 -2.298999 1.589579 0.1 0.0 -0.1
H -0.656753 -0.585312 2.890294 -0.1 -0.1 -0.1
H -2.336397 -1.290387 2.354387 0.1 0.0 0.0
H 0.703365 0.254999 1.034875 -0.1 -0.1 -0.1
H 0.739191 -2.076885 1.021645 -0.1 -0.1 0.1
H -0.846221 -0.291815 -1.639069 0.1 0.1 0.1
H 1.319423 0.279085 -2.765594 0.0 0.1 0.2
H 2.072186 0.650278 -1.145329 -0.2 0.0 -0.1
H 0.344109 2.433452 -0.731431 0.0 -0.1 -0.1
H -0.425742 2.076252 -2.350697 0.1 -0.1 0.1
```
Positions in Å, forces in eV/Å.

- LUMO (spin up / spin down): 0.91 / 0.88 eV
- Total charge: 0
- 2S+1: 1
- Energy: -271.557953 a.u.

=====

2S+1 of number 1 (C4H20O9)? 1

=====

Among the records above, which one has the lowest energy? C4H20O9

=====

Number 1 is which compound? C4H20O9